# 1
17
Properties=species:S:1:pos:R:3:nbo_charge:R:1 method="wB97M-V/def2-TZVPD" lumo_ha=-0.1772 multiplicity=1 mol_weight_g_mol=100.1 gap_ev=9.0 charge=+1 e_above_lowest_kcal_mol=101.87 homo_energy_ev=-13.8084 total_energy_ev=-8874.1627
C 1.195 1.900 1.549 -0.401
C 0.698 2.498 0.272 -0.330
C 0.190 1.088 0.732 -0.354
C 0.487 -0.074 0.045 0.214
C -1.106 -2.742 -1.598 0.392
N -0.404 -0.814 -0.563 -0.685
O -1.804 -3.242 -0.658 -0.547
H 2.308 1.826 1.549 0.253
H 0.798 2.391 2.567 0.251
H -0.048 3.300 0.179 0.238
H 1.344 2.468 -0.459 0.203
H -0.897 1.219 0.998 0.250
H 1.514 -0.441 0.064 0.205
H -0.093 -3.025 -1.697 0.194
H -1.426 -2.152 -2.393 0.217
H -1.381 -0.350 -0.555 0.359
H -1.376 -3.851 -0.034 0.541

---

# 2
85
Properties=species:S:1:pos:R:3:lowdin_charge:R:1 method="wB97M-V/def2-TZVPD" lumo_ha=0.0821 multiplicity=1 mol_weight_g_mol=551.6 gap_ev=7.5 charge=-1 e_above_lowest_kcal_mol=415.85 homo_energy_ev=-5.2322 total_energy_ev=-46477.1763
B -14.343 -17.866 -13.011 -0.397
H -15.247 -17.772 -12.186 -0.038
H -13.284 -17.768 -12.706 -0.078
H -14.564 -18.895 -13.569 -0.040
H -14.710 -17.063 -13.917 -0.004
N -12.943 -15.090 -13.574 -0.063
C -13.324 -13.849 -13.087 -0.168
C -12.642 -12.778 -13.816 -0.088
C -11.713 -13.512 -14.854 -0.045
C -11.917 -15.025 -14.495 -0.108
H -13.384 -15.899 -12.993 0.094
H -14.160 -13.776 -12.368 0.095
H -12.929 -11.696 -13.565 0.086
H -11.161 -12.997 -15.630 0.046
H -11.443 -15.841 -14.990 0.079
N -17.727 -17.754 -13.727 -0.021
C -17.594 -17.955 -15.053 -0.106
C -19.011 -18.023 -15.541 -0.079
C -19.870 -17.823 -14.365 -0.086
C -18.981 -17.690 -13.202 -0.097
H -16.911 -17.756 -13.206 0.039
H -16.665 -18.091 -15.561 0.081
H -19.453 -18.056 -16.625 0.102
H -20.814 -17.771 -14.461 -0.013
H -19.126 -17.732 -12.070 0.099
N -16.661 -14.703 -9.772 -0.085
C -17.136 -15.007 -11.040 -0.145
C -18.584 -14.470 -11.255 -0.033
C -18.938 -13.974 -9.885 -0.076
C -17.605 -14.129 -8.948 -0.106
H -15.637 -14.868 -9.411 0.206
H -16.466 -15.333 -11.721 0.044
H -19.225 -14.544 -12.153 0.089
H -19.858 -13.444 -9.609 0.061
H -17.247 -13.860 -7.788 0.145
N -14.099 -19.197 -15.758 -0.060
C -13.686 -18.252 -16.758 -0.066
C -13.305 -19.074 -18.034 -0.056
C -13.589 -20.558 -17.585 -0.098
C -14.179 -20.544 -16.134 -0.088
H -14.226 -19.222 -14.846 -0.052
H -13.495 -17.131 -16.635 0.097
H -12.742 -18.742 -19.008 0.096
H -13.668 -21.415 -18.243 0.043
H -14.366 -21.535 -15.558 0.138
N -14.661 -14.746 -16.102 0.010
C -16.023 -14.927 -16.010 -0.111
C -16.643 -14.617 -17.272 -0.058
C -15.472 -14.349 -18.240 -0.082
C -14.208 -14.403 -17.432 -0.088
H -14.020 -14.876 -15.492 -0.030
H -16.241 -15.468 -15.217 0.030
H -17.639 -14.619 -17.753 0.075
H -15.389 -14.137 -19.252 0.024
H -13.012 -14.327 -17.628 0.134
N -11.400 -19.603 -8.505 -0.104
C -12.116 -19.611 -9.683 -0.059
C -12.748 -21.044 -9.690 -0.008
C -12.580 -21.569 -8.285 -0.071
C -11.630 -20.630 -7.635 -0.164
H -10.696 -18.823 -8.404 0.166
H -11.804 -18.804 -10.381 0.099
H -13.382 -21.472 -10.206 -0.037
H -13.004 -22.487 -7.896 0.065
H -11.038 -20.615 -6.637 0.116
N -11.296 -20.037 -15.743 -0.053
C -10.915 -19.725 -14.507 -0.136
C -9.454 -20.126 -14.302 -0.068
C -9.109 -20.794 -15.624 -0.086
C -10.307 -20.641 -16.540 -0.094
H -12.212 -19.720 -16.043 0.035
H -11.521 -19.075 -13.829 0.099
H -8.742 -19.924 -13.400 0.085
H -8.436 -21.319 -16.006 -0.040
H -10.368 -21.013 -17.667 0.126
N -18.535 -17.208 -9.611 -0.049
C -18.231 -18.467 -9.899 -0.131
C -19.350 -19.345 -9.267 -0.063
C -20.110 -18.369 -8.473 -0.126
C -19.660 -17.038 -8.811 -0.122
H -17.970 -16.398 -9.943 0.069
H -17.290 -18.628 -10.490 0.113
H -19.455 -20.446 -9.196 0.067
H -20.972 -18.623 -7.854 0.069
H -19.985 -16.073 -8.552 0.057

---

# 3
60
Properties=species:S:1:pos:R:3:nbo_charge:R:1 method="wB97M-V/def2-TZVPD" lumo_ha=-0.0777 multiplicity=1 smiles=OCC[NH+](CCO)C[C@@H](O)COCC[C@]12C[C@H]3C[C@H](C[C@H](C3)C1)C2 mol_weight_g_mol=342.5 gap_ev=10.2 charge=+1 e_above_lowest_kcal_mol=17.98 homo_energy_ev=-12.3311 total_energy_ev=-29962.1756
O 0.999 2.866 -0.845 -0.742
H 0.237 3.444 -0.946 0.496
C 1.300 2.718 0.528 -0.082
C 2.665 2.057 0.695 -0.244
N 2.758 0.743 0.006 -0.407
C 3.679 -0.180 0.718 -0.261
H 4.490 0.403 1.156 0.230
H 4.094 -0.886 -0.002 0.275
C 2.943 -0.966 1.811 0.077
O 2.281 -0.042 2.644 -0.734
H 1.855 -0.505 3.374 0.494
C 1.978 -2.000 1.208 -0.090
O 1.032 -1.370 0.371 -0.588
C 0.132 -2.311 -0.210 -0.063
C -0.857 -1.650 -1.165 -0.407
H -1.312 -2.459 -1.741 0.226
H -0.302 -1.021 -1.867 0.198
C -1.988 -0.806 -0.548 -0.020
C -1.423 0.419 0.175 -0.429
C -2.562 1.282 0.720 -0.211
C -3.401 0.460 1.698 -0.396
C -3.982 -0.752 0.970 -0.209
C -4.866 -0.280 -0.182 -0.407
C -4.023 0.542 -1.155 -0.210
C -3.443 1.757 -0.433 -0.405
H -4.250 2.383 -0.050 0.215
H -2.857 2.358 -1.133 0.196
C -2.886 -0.323 -1.695 -0.400
H -2.294 0.253 -2.411 0.201
H -3.301 -1.184 -2.224 0.210
H -4.648 0.877 -1.989 0.218
H -5.688 0.326 0.204 0.213
H -5.298 -1.139 -0.697 0.210
C -2.842 -1.617 0.431 -0.410
H -3.249 -2.496 -0.074 0.211
H -2.236 -1.961 1.272 0.197
H -4.580 -1.344 1.670 0.217
H -4.209 1.074 2.099 0.214
H -2.783 0.132 2.537 0.199
H -2.143 2.151 1.244 0.201
H -0.823 0.997 -0.532 0.201
H -0.783 0.095 0.998 0.208
H 0.725 -3.052 -0.766 0.180
H -0.398 -2.843 0.589 0.186
H 2.557 -2.739 0.637 0.192
H 1.461 -2.533 2.021 0.186
H 3.701 -1.526 2.381 0.200
C 3.133 0.923 -1.418 -0.256
H 4.192 1.189 -1.461 0.226
C 2.892 -0.316 -2.277 -0.075
O 3.860 -1.304 -1.985 -0.743
H 3.904 -1.943 -2.703 0.496
H 1.882 -0.706 -2.093 0.178
H 2.960 -0.007 -3.326 0.200
H 2.529 1.742 -1.812 0.270
H 1.831 0.271 0.038 0.497
H 3.450 2.703 0.296 0.222
H 2.822 1.902 1.761 0.262
H 0.537 2.105 1.023 0.187
H 1.341 3.693 1.028 0.199

---

# 4
34
Properties=species:S:1:pos:R:3:nbo_charge:R:1 method="wB97M-V/def2-TZVPD" lumo_ha="0.0956 / 0.0956" multiplicity=1 mol_weight_g_mol=424.2 gap_ev="3.8 / 3.8" charge=-1 e_above_lowest_kcal_mol=0.00 homo_energy_ev="-1.1577 / -1.1586" total_energy_ev=-73347.3436
Lu -1.186 -1.600 1.264 1.311
Cl -2.742 -2.540 -0.341 -0.606
Cl 0.622 -2.783 2.424 -0.640
C -2.517 -1.458 2.915 -1.508
H -2.273 -1.327 3.984 0.165
H -3.610 -1.579 2.776 0.190
C 1.505 -0.954 -0.429 -0.179
C 0.623 -1.718 -0.967 -0.225
H 1.868 -1.152 0.588 0.238
C 0.060 -1.497 -2.352 -0.438
H 0.289 -2.657 -0.483 0.235
C 0.940 -0.562 -3.198 -0.393
H -0.066 -2.460 -2.869 0.218
H -0.958 -1.077 -2.280 0.227
C 1.430 0.639 -2.395 -0.398
H 1.810 -1.131 -3.546 0.187
H 0.392 -0.228 -4.087 0.199
C 2.158 0.214 -1.110 -0.439
H 2.102 1.249 -3.009 0.193
H 0.574 1.269 -2.126 0.203
H 3.197 -0.044 -1.375 0.203
H 2.233 1.070 -0.425 0.207
C -0.081 0.878 3.078 -0.716
C -0.464 1.358 1.730 0.414
N -0.919 0.622 0.709 -0.568
C -1.166 1.505 -0.355 -0.069
C -0.857 2.769 0.055 -0.128
N -0.415 2.652 1.367 -0.521
H 0.024 1.741 3.752 0.207
H -0.863 0.190 3.461 0.327
H 0.878 0.332 3.036 0.248
H -1.555 1.159 -1.301 0.226
H -0.917 3.708 -0.465 0.214
H -0.118 3.409 1.975 0.416

---

# 5
71
Properties=species:S:1:pos:R:3:lowdin_charge:R:1 method="wB97M-V/def2-TZVPD" lumo_ha=0.1370 multiplicity=1 mol_weight_g_mol=597.5 gap_ev=4.3 charge=-2 e_above_lowest_kcal_mol=5.99 homo_energy_ev=-0.6185 total_energy_ev=-75198.2984
Na 0.226 -1.027 0.595 0.395
C 2.118 0.177 4.434 -0.041
O 1.434 1.427 4.772 -0.121
C 0.286 1.811 4.205 -0.231
C -0.291 3.009 4.684 -0.067
C -1.586 3.428 4.283 -0.165
C -2.339 2.592 3.458 -0.089
C -1.734 1.480 2.827 -0.171
C -2.463 0.651 1.933 -0.114
N -3.416 1.124 1.145 -0.030
N -4.194 0.357 0.415 -0.005
C -3.540 -0.647 -0.209 -0.520
O -2.336 -0.973 -0.096 -0.085
C -4.413 -1.431 -1.097 -0.142
C -5.712 -0.966 -1.412 -0.049
C -6.392 -1.517 -2.458 -0.123
C -5.778 -2.545 -3.174 -0.151
C -4.571 -3.097 -2.815 -0.116
C -3.873 -2.524 -1.763 -0.047
C -0.401 1.029 3.136 -0.319
O 0.081 0.017 2.543 -0.130
H 2.982 0.225 5.081 0.068
H 2.338 0.217 3.362 0.084
H 1.507 -0.662 4.772 0.086
H 0.261 3.632 5.382 0.083
H -1.977 4.386 4.618 0.063
H -3.370 2.839 3.212 0.083
H -2.170 -0.380 1.769 0.095
H -6.136 -0.175 -0.806 0.094
H -7.410 -1.173 -2.710 0.096
H -6.277 -2.877 -4.083 0.081
H -4.160 -3.966 -3.351 0.096
H -2.902 -2.899 -1.458 0.107
C 1.724 0.069 -3.537 -0.111
N 0.658 -0.267 -2.596 -0.250
C -0.374 -1.153 -3.214 -0.076
C 0.030 0.923 -2.049 -0.226
C 1.063 1.815 -1.443 -0.244
N 0.593 2.618 -0.326 -0.235
C -0.497 3.517 -0.604 -0.122
C 1.784 3.358 0.203 -0.077
H 1.466 0.899 -4.215 0.079
H 1.825 -0.838 -4.170 0.082
H 2.641 0.347 -3.038 0.073
H -0.798 -0.677 -4.120 0.083
H -1.168 -1.357 -2.516 0.057
H 0.096 -2.086 -3.516 0.073
H -0.718 0.603 -1.281 0.118
H -0.614 1.477 -2.832 0.140
H 1.477 2.480 -2.238 0.115
H 1.882 1.234 -1.004 0.110
H -0.284 4.258 -1.411 0.077
H -0.661 4.134 0.272 0.072
H -1.480 3.055 -0.830 0.091
H 2.331 3.803 -0.627 0.066
H 2.426 2.656 0.758 0.083
H 1.517 4.127 0.928 0.076
Cl 7.159 -4.451 -0.114 0.601
C 5.898 -3.319 0.136 -0.722
C 6.155 -1.934 0.461 -0.132
C 5.081 -1.060 0.528 -0.629
Cl 5.428 0.594 0.639 0.690
C 3.659 -1.493 0.424 -0.350
O 2.710 -0.678 0.560 -0.041
C 3.485 -2.940 0.062 -0.128
C 2.198 -3.523 -0.211 -0.224
O 1.093 -3.037 0.002 0.001
C 4.597 -3.767 -0.012 -0.128
H 7.139 -1.552 0.575 0.078
H 2.245 -4.539 -0.644 0.114
H 4.445 -4.841 -0.192 0.103

---

# 6
16
Properties=species:S:1:pos:R:3:nbo_charge:R:1 method="wB97M-V/def2-TZVPD" lumo_ha=0.0348 multiplicity=1 smiles="CC(=O)C(C)C" mol_weight_g_mol=86.1 gap_ev=10.5 e_above_lowest_kcal_mol=3.73 homo_energy_ev=-9.5647 total_energy_ev=-7394.6038
C -0.088 0.482 -1.889 -0.610
C 0.156 0.440 -0.376 -0.328
C 1.521 -0.112 0.105 -0.605
C -0.993 -0.315 0.296 0.610
O -1.892 -0.810 -0.350 -0.548
C -0.986 -0.460 1.804 -0.726
H -0.781 1.298 -2.122 0.215
H -0.568 -0.436 -2.237 0.233
H 0.830 0.648 -2.461 0.205
H 0.102 1.471 0.001 0.216
H 1.508 -1.192 0.286 0.208
H 1.822 0.369 1.042 0.212
H 2.311 0.088 -0.626 0.220
H -0.383 -1.333 2.080 0.238
H -0.566 0.412 2.315 0.220
H -2.010 -0.640 2.135 0.241

---

Q: Which value of multiplicity does entry 3 give?
A: 1

---

Q: Look up the multiplicity of the second one.
A: 1